Entry 1:
DFT (ωB97M-V/def2-TZVPD) results for 8 unconnected molecules or ions with the total composition H17O8.

The calculation puts the electronic energy at -16650.2364 eV. As for the multiplicity: 1. For the HOMO energy, the calculation gives -14.22 eV. Its energy above the lowest of the compared OMol25 structures with the same formula, charge and spin is 0.718 eV. The net charge is +1. The calculation puts the lowest unoccupied orbital energy at -2.66 eV.

Geometry (Å):
1 O -2.431 2.720 1.212
2 H -1.943 3.455 1.598
3 H -3.341 2.766 1.520
4 O -0.894 0.073 3.109
5 H -1.107 0.999 2.960
6 H -1.001 -0.061 4.064
7 O -2.371 0.420 -0.326
8 H -2.162 1.197 0.207
9 H -3.305 0.216 -0.428
10 O 0.078 0.406 -2.134
11 H -0.771 0.476 -1.684
12 H 0.033 0.556 -3.081
13 O 5.174 -1.863 1.098
14 H 6.009 -1.401 1.245
15 H 4.948 -2.025 2.032
16 O 1.872 0.009 -0.564
17 H 2.758 -0.323 -0.802
18 H 1.247 0.135 -1.432
19 O -1.874 -0.661 -3.853
20 H -2.366 -0.977 -3.091
21 H -2.229 -1.131 -4.613
22 O 0.629 -1.357 1.240
23 H 1.429 -0.582 0.132
24 H 0.854 -1.137 2.151
25 H -0.335 -1.404 1.291

=====

Entry 2:
DFT (ωB97M-V/def2-TZVPD) results for 9 unconnected molecules or ions with the total composition H17O9.

The calculation puts the electronic energy at -18703.1104 eV. As for the multiplicity: 1. For the HOMO energy, the calculation gives -6.56 eV. Its energy above the lowest of the compared OMol25 structures with the same formula, charge and spin is 3.415 eV. The net charge is -1. The calculation puts the lowest unoccupied orbital energy at 3.08 eV.

Geometry (Å):
1 O 28.535 37.160 30.609
2 H 28.113 37.955 30.147
3 O 25.941 36.089 30.419
4 H 25.904 35.231 30.760
5 H 26.901 36.331 30.626
6 O 26.973 37.790 32.769
7 H 27.509 37.373 31.967
8 H 26.029 37.524 32.730
9 O 28.966 35.259 32.278
10 H 29.370 34.430 31.817
11 H 28.854 35.936 31.594
12 O 25.590 38.270 29.013
13 H 25.743 37.321 29.327
14 H 24.520 38.389 29.204
15 O 27.193 40.423 29.886
16 H 26.611 39.826 29.783
17 H 27.299 40.355 30.793
18 O 29.418 35.460 28.793
19 H 28.652 35.221 28.181
20 H 28.932 36.057 29.558
21 O 30.316 38.972 29.333
22 H 29.934 38.312 29.777
23 H 30.155 39.592 30.139
24 O 29.912 39.047 32.507
25 H 29.657 38.404 32.062
26 H 30.025 39.891 32.036

=====

Entry 3:
DFT (ωB97M-V/def2-TZVPD) results for 9 unconnected molecules or ions with the total composition H17O9.

The calculation puts the electronic energy at -18702.2561 eV. As for the multiplicity: 1. For the HOMO energy, the calculation gives -6.90 eV. Its energy above the lowest of the compared OMol25 structures with the same formula, charge and spin is 4.269 eV. The net charge is -1. The calculation puts the lowest unoccupied orbital energy at 3.19 eV.

Geometry (Å):
1 O 31.124 51.606 23.293
2 H 31.969 51.940 23.826
3 O 32.017 54.395 23.879
4 H 32.567 54.958 23.450
5 H 31.701 53.505 23.391
6 O 33.734 53.825 25.783
7 H 34.241 54.575 26.202
8 H 33.271 53.992 24.999
9 O 30.274 49.251 22.806
10 H 29.370 48.964 22.957
11 H 30.574 50.038 23.046
12 O 32.963 50.848 21.406
13 H 32.458 51.204 21.959
14 H 32.264 50.162 21.278
15 O 29.957 51.664 25.780
16 H 30.454 51.479 24.972
17 H 29.064 51.288 25.719
18 O 32.986 49.720 24.453
19 H 33.955 50.207 24.732
20 H 32.393 50.312 23.868
21 O 29.926 51.662 20.845
22 H 30.318 51.502 21.667
23 H 30.429 50.949 20.417
24 O 28.840 53.245 23.305
25 H 29.530 52.507 23.523
26 H 29.233 53.548 22.605

=====

Entry 4:
DFT (ωB97M-V/def2-TZVPD) results for 9 unconnected molecules or ions with the total composition H17O9.

The calculation puts the electronic energy at -18704.2209 eV. As for the multiplicity: 1. For the HOMO energy, the calculation gives -6.24 eV. Its energy above the lowest of the compared OMol25 structures with the same formula, charge and spin is 2.304 eV. The net charge is -1. The calculation puts the lowest unoccupied orbital energy at 3.31 eV.

Geometry (Å):
1 O -0.558 -2.988 -1.915
2 H 1.358 1.431 1.572
3 H 1.415 -1.807 0.924
4 O -0.998 -1.185 1.076
5 H -1.936 0.449 -1.133
6 O 1.272 3.160 -1.726
7 H 0.863 2.406 -1.224
8 H 1.520 2.732 -2.628
9 O -1.085 0.300 -1.038
10 H 0.665 -0.007 -1.785
11 H 2.065 -1.091 -0.358
12 O 2.081 -1.824 0.243
13 H -0.162 -2.172 -1.639
14 H -1.987 0.388 2.162
15 O 1.408 -0.275 -2.417
16 H -2.017 -0.222 3.548
17 H -1.871 -1.400 0.599
18 O 1.600 0.741 2.114
19 H 1.439 -0.202 1.722
20 H -0.905 -0.436 0.283
21 O -0.928 1.993 0.883
22 H -1.060 1.541 0.029
23 H -1.158 1.637 1.734
24 O -2.650 0.221 2.852
25 H 0.942 -0.787 -3.120
26 H -0.297 -3.602 -1.257

=====

Entry 5:
DFT (ωB97M-V/def2-TZVPD) results for a molecular structure, H18HeO9.

The calculation puts the electronic energy at -18799.0306 eV. As for the multiplicity: 1. For the HOMO energy, the calculation gives -10.91 eV. Its energy above the lowest of the compared OMol25 structures with the same formula, charge and spin is 0.363 eV. The net charge is 0. The calculation puts the lowest unoccupied orbital energy at 0.17 eV.

Geometry (Å):
1 He -5.917 16.029 20.415
2 O -6.165 13.116 19.244
3 H -6.518 12.310 18.870
4 H -5.961 13.664 18.486
5 O -5.960 14.556 16.892
6 H -6.684 14.947 16.402
7 H -5.493 15.304 17.265
8 O -3.412 15.149 20.370
9 H -3.956 15.241 19.588
10 H -3.164 14.225 20.383
11 O -3.000 17.788 21.774
12 H -3.405 17.138 21.200
13 H -2.618 18.431 21.177
14 O -8.306 16.044 22.375
15 H -7.990 15.673 21.551
16 H -8.854 15.356 22.753
17 O -6.456 19.402 19.722
18 H -7.398 19.558 19.653
19 H -6.318 19.167 20.640
20 O -5.935 13.460 22.182
21 H -5.928 13.084 21.301
22 H -5.040 13.771 22.317
23 O -10.310 17.512 20.917
24 H -9.618 16.946 21.258
25 H -11.064 17.336 21.480
26 O -4.715 16.780 18.023
27 H -5.381 17.251 18.523
28 H -4.276 17.458 17.509

=====

Entry 6:
DFT (ωB97M-V/def2-TZVPD) results for a molecular structure, H18KrO9.

The calculation puts the electronic energy at -93649.5110 eV. As for the multiplicity: 1. For the HOMO energy, the calculation gives -10.39 eV. Its energy above the lowest of the compared OMol25 structures with the same formula, charge and spin is 0.678 eV. The net charge is 0. The calculation puts the lowest unoccupied orbital energy at -0.17 eV.

Geometry (Å):
1 Kr 0.072 -0.979 -0.552
2 O -2.536 1.536 -1.544
3 H -2.988 2.356 -1.744
4 H -1.873 1.455 -2.229
5 O 1.973 2.728 -1.536
6 H 1.258 2.749 -0.900
7 H 2.588 3.394 -1.229
8 O -0.538 2.942 -0.223
9 H -0.507 3.657 -0.859
10 H -1.171 2.324 -0.588
11 O 2.808 -0.059 -2.011
12 H 3.603 -0.373 -1.580
13 H 2.518 0.678 -1.473
14 O 1.678 -1.460 2.404
15 H 0.760 -1.728 2.455
16 H 2.055 -2.021 1.726
17 O -1.234 -1.380 2.835
18 H -1.980 -1.574 3.403
19 H -1.620 -0.957 2.069
20 O 2.670 0.825 1.585
21 H 2.117 0.058 1.731
22 H 3.255 0.568 0.872
23 O -0.586 -4.957 -0.968
24 H -1.528 -4.920 -0.802
25 H -0.486 -4.622 -1.859
26 O -3.382 -0.010 0.720
27 H -3.728 -0.804 0.313
28 H -3.198 0.575 -0.014

=====

Entry 7:
DFT (ωB97M-V/def2-TZVPD) results for 6 unconnected molecules or ions with the total composition H18N6.

The SMILES is N.N.N.N.N.N. The calculation puts the electronic energy at -9233.1957 eV. As for the multiplicity: 1. For the HOMO energy, the calculation gives -9.72 eV. Its energy above the lowest of the compared OMol25 structures with the same formula, charge and spin is 0.000 eV. The net charge is 0. The calculation puts the lowest unoccupied orbital energy at 0.65 eV.

Geometry (Å):
1 N -0.670 -3.233 0.957
2 H -0.617 -3.892 1.708
3 H -1.427 -3.247 0.301
4 H -0.252 -2.351 1.224
5 N 2.398 -1.525 -0.596
6 H 1.737 -2.295 -0.489
7 H 2.053 -0.871 0.105
8 H 3.287 -1.888 -0.305
9 N -2.173 0.509 0.409
10 H -1.329 0.562 -0.170
11 H -2.917 0.760 -0.224
12 H -2.310 -0.430 0.737
13 N 1.585 1.110 1.268
14 H 2.186 1.747 1.776
15 H 0.803 0.799 1.844
16 H 1.171 1.656 0.511
17 N -0.138 0.120 -2.156
18 H -0.646 -0.762 -2.214
19 H 0.714 -0.079 -1.642
20 H 0.031 0.398 -3.113
21 N -0.590 3.422 0.060
22 H -0.587 2.732 -0.681
23 H -1.423 3.960 -0.120
24 H -0.887 2.800 0.810

=====

Entry 8:
DFT (ωB97M-V/def2-TZVPD) results for 8 unconnected molecules or ions with the total composition H18NO7.

The calculation puts the electronic energy at -16106.6005 eV. As for the multiplicity: 1. For the HOMO energy, the calculation gives -13.82 eV. Its energy above the lowest of the compared OMol25 structures with the same formula, charge and spin is 4.775 eV. The net charge is +1. The calculation puts the lowest unoccupied orbital energy at -3.38 eV.

Geometry (Å):
1 N -9.360 4.772 43.026
2 H -9.323 5.270 42.317
3 H -9.616 3.894 42.577
4 H -9.851 5.213 43.946
5 H -8.458 4.534 43.306
6 O -8.526 8.080 42.734
7 H -8.908 7.977 43.643
8 H -7.784 8.507 43.133
9 O -7.405 2.281 42.489
10 H -6.601 2.423 42.133
11 H -7.138 1.926 43.302
12 O -9.692 4.817 46.026
13 H -10.099 3.948 46.316
14 H -8.695 4.835 46.294
15 O -11.602 1.702 42.802
16 H -12.201 0.942 42.747
17 H -11.028 1.335 43.366
18 O -11.350 6.426 41.676
19 H -12.030 7.106 41.995
20 H -11.222 6.803 40.769
21 O -9.679 7.687 44.868
22 H -9.061 7.189 45.467
23 H -9.665 8.649 45.157
24 O -7.957 6.387 40.190
25 H -8.257 5.726 39.616
26 H -8.740 7.002 40.327

=====

Entry 9:
DFT (ωB97M-V/def2-TZVPD) results for 8 unconnected molecules or ions with the total composition H18NO7.

The calculation puts the electronic energy at -16094.8715 eV. As for the multiplicity: 2. For the HOMO energy (alpha / beta), the calculation gives -18.09 / -18.00 eV. Its energy above the lowest of the compared OMol25 structures with the same formula, charge and spin is 0.585 eV. The net charge is +2. The calculation puts the lowest unoccupied orbital energy (alpha / beta) at -7.53 / -15.25 eV.

Geometry (Å):
1 N 0.105 0.265 0.924
2 H 0.930 0.508 1.453
3 H -0.542 1.014 1.126
4 H -0.396 -0.602 1.062
5 H 0.290 0.380 -0.062
6 O -1.032 1.264 -1.705
7 H -1.602 0.917 -2.391
8 H -0.642 2.049 -2.091
9 O -2.343 -2.136 -1.393
10 H -1.771 -2.072 -2.157
11 H -1.767 -1.968 -0.647
12 O 0.665 -2.343 -1.644
13 H 0.357 -3.094 -2.151
14 H 0.448 -1.583 -2.185
15 O 1.718 1.886 2.332
16 H 2.436 1.417 2.757
17 H 1.671 2.723 2.794
18 O -0.243 -2.394 0.971
19 H 0.331 -2.620 0.239
20 H 0.102 -2.896 1.710
21 O 2.572 0.565 -0.622
22 H 3.487 0.708 -0.381
23 H 2.415 1.177 -1.341
24 O -2.033 2.240 1.274
25 H -2.314 2.220 0.359
26 H -2.840 2.375 1.771

=====

Entry 10:
DFT (ωB97M-V/def2-TZVPD) results for 9 unconnected molecules or ions with the total composition H18O9.

The SMILES is O.O.O.O.O.O.O.O.O. The calculation puts the electronic energy at -18717.8055 eV. As for the multiplicity: 1. For the HOMO energy, the calculation gives -9.54 eV. Its energy above the lowest of the compared OMol25 structures with the same formula, charge and spin is 4.330 eV. The net charge is 0. The calculation puts the lowest unoccupied orbital energy at -0.20 eV.

Geometry (Å):
1 O 0.589 -1.595 0.287
2 H 0.387 -2.404 0.771
3 H 0.331 -0.890 0.891
4 O -2.707 0.046 1.197
5 H -3.461 0.602 0.970
6 H -2.621 0.145 2.151
7 O 2.969 -1.746 2.214
8 H 3.839 -1.391 2.426
9 H 2.931 -2.579 2.698
10 O -1.986 0.034 -1.300
11 H -2.793 0.559 -1.248
12 H -1.911 -0.369 -0.428
13 O 0.140 -0.727 -1.959
14 H -0.658 -0.683 -2.499
15 H -0.184 -0.954 -1.080
16 O 1.438 1.628 -1.861
17 H 1.807 0.975 -2.467
18 H 1.353 2.424 -2.398
19 O -0.877 1.818 -2.423
20 H -1.767 1.893 -2.060
21 H -0.552 0.980 -2.077
22 O 0.133 4.097 -0.892
23 H 0.363 3.209 -0.598
24 H 0.593 4.192 -1.734
25 O 1.069 -2.937 4.120
26 H 0.378 -3.609 4.111
27 H 1.196 -2.720 3.189

=====

Entry 11:
DFT (ωB97M-V/def2-TZVPD) results for 9 unconnected molecules or ions with the total composition H18O9.

The SMILES is O.O.O.O.O.O.O.O.O. The calculation puts the electronic energy at -18719.9202 eV. As for the multiplicity: 1. For the HOMO energy, the calculation gives -10.29 eV. Its energy above the lowest of the compared OMol25 structures with the same formula, charge and spin is 2.215 eV. The net charge is 0. The calculation puts the lowest unoccupied orbital energy at -0.03 eV.

Geometry (Å):
1 O -3.929 1.797 0.672
2 H -4.749 1.285 0.778
3 H -3.451 1.228 0.082
4 O 1.235 -1.754 1.861
5 H 0.759 -1.139 1.294
6 H 0.634 -2.464 2.052
7 O 1.635 1.375 -0.650
8 H 2.451 1.203 -0.189
9 H 1.681 2.262 -0.926
10 O 2.133 0.828 2.217
11 H 1.981 -0.087 2.485
12 H 1.325 1.186 1.843
13 O 2.605 -0.686 -2.226
14 H 2.170 0.177 -2.036
15 H 3.368 -0.456 -2.733
16 O 0.583 -2.496 -2.213
17 H 0.099 -1.887 -1.689
18 H 1.376 -2.060 -2.432
19 O -0.174 -0.576 -0.159
20 H -1.064 -0.481 -0.495
21 H 0.326 0.140 -0.542
22 O -2.725 -0.277 -1.042
23 H -2.817 -1.231 -0.830
24 H -2.678 -0.207 -1.968
25 O -0.584 1.431 2.026
26 H -1.330 0.811 2.180
27 H -0.870 2.071 2.642

=====

Entry 12:
DFT (ωB97M-V/def2-TZVPD) results for 9 unconnected molecules or ions with the total composition H18O9.

The SMILES is O.O.O.O.O.O.O.O.O. The calculation puts the electronic energy at -18717.6514 eV. As for the multiplicity: 1. For the HOMO energy, the calculation gives -10.39 eV. Its energy above the lowest of the compared OMol25 structures with the same formula, charge and spin is 4.484 eV. The net charge is 0. The calculation puts the lowest unoccupied orbital energy at -0.24 eV.

Geometry (Å):
1 O -0.319 0.954 -0.559
2 H 0.203 0.287 -0.098
3 H -1.224 0.779 -0.278
4 O 0.746 -2.066 0.719
5 H -0.148 -1.775 0.930
6 H 1.310 -1.372 1.078
7 O -2.437 5.593 -0.066
8 H -2.202 5.195 -0.911
9 H -2.755 4.852 0.462
10 O -4.326 -1.508 -0.903
11 H -5.247 -1.756 -0.767
12 H -4.218 -1.521 -1.861
13 O 3.319 -1.035 -0.278
14 H 2.944 -1.716 0.291
15 H 4.207 -0.900 0.072
16 O 2.766 1.183 2.226
17 H 3.711 1.101 2.397
18 H 2.479 0.277 2.062
19 O -0.247 -3.883 -0.221
20 H 0.498 -3.476 -0.678
21 H -1.011 -3.642 -0.755
22 O 4.561 1.362 -1.770
23 H 3.754 1.082 -2.218
24 H 4.268 2.060 -1.173
25 O -4.011 -0.409 0.883
26 H -3.369 -1.117 1.012
27 H -3.624 0.134 0.187